No. 1
Formula: C23H20ClF5OPTcTe
Source: the OMol25 dataset
Level of theory: the ωB97M-V functional and the def2-TZVPD basis

```
53
Properties=species:S:1:pos:R:3:mulliken_spin:R:1
C -1.993 3.979 0.246 0.000
C -2.318 2.646 -0.207 0.014
C -2.532 1.816 0.951 0.019
H -2.359 2.342 -1.242 0.023
C -2.346 2.615 2.149 -0.073
C -2.075 3.973 1.709 -0.045
H -1.940 4.764 2.411 -0.017
H -1.688 4.791 -0.396 0.021
H -2.897 0.801 0.953 0.008
H -2.578 2.363 3.167 0.010
Tc -0.483 2.687 1.104 2.506
Cl 0.357 1.441 2.820 0.247
P 0.254 -0.984 -0.145 0.030
C -0.764 -2.448 0.334 0.004
C -1.283 -3.397 -0.577 0.004
H -1.079 -3.300 -1.648 0.000
C -2.056 -4.469 -0.105 -0.001
H -2.449 -5.194 -0.821 0.000
C -2.320 -4.602 1.262 0.003
H -2.922 -5.442 1.625 0.000
C -1.814 -3.656 2.177 -0.002
H -2.014 -3.764 3.243 0.000
C -1.053 -2.580 1.723 0.003
H -0.661 -1.826 2.416 0.002
C 0.105 -1.076 -1.982 -0.010
C -1.023 -0.415 -2.550 -0.001
H -1.738 0.084 -1.885 0.008
C -1.214 -0.429 -3.929 0.000
H -2.091 0.058 -4.353 0.000
C -0.283 -1.077 -4.767 0.002
H -0.440 -1.079 -5.850 0.000
C 0.836 -1.710 -4.218 -0.001
H 1.566 -2.208 -4.861 0.000
C 1.040 -1.712 -2.829 0.004
H 1.918 -2.210 -2.407 0.000
C 1.947 -1.684 0.079 0.015
C 2.225 -3.046 0.343 0.003
H 1.408 -3.770 0.416 0.000
C 3.553 -3.467 0.507 -0.001
H 3.753 -4.522 0.710 0.000
C 4.604 -2.549 0.416 0.003
H 5.639 -2.884 0.543 0.000
C 4.336 -1.189 0.162 -0.002
H 5.154 -0.473 0.084 0.000
C 3.022 -0.753 0.006 0.003
H 2.793 0.303 -0.176 0.000
F 0.589 8.035 2.312 0.000
Te 0.554 6.130 1.912 0.021
F 1.375 6.460 0.258 0.000
F 2.208 5.938 2.764 -0.001
F -0.313 5.894 3.587 0.001
F -1.112 6.585 1.092 0.000
O 0.601 4.211 1.466 0.197
```

For the energy relative to the best compared isomer or geometry (same formula, charge and spin), the calculation gives 40.3 kcal per mole. For the HOMO energy (alpha / beta), the calculation gives -11.1 / -11.0 eV. As for the total charge: +1. Its lowest unoccupied orbital energy (alpha / beta) is -5.7 / -6.4 eV. The expectation value of S² is 3.78. As for the spin multiplicity: 4.


No. 2
Formula: C23H20F2N4
Source: the OMol25 dataset
Level of theory: the ωB97M-V functional and the def2-TZVPD basis

```
49
Properties=species:S:1:pos:R:3:mulliken_charge:R:1
F -6.830 -1.463 0.513 -0.315
C -5.490 -1.637 0.482 0.112
C -4.937 -2.890 0.665 -0.329
C -3.548 -3.111 0.580 -0.657
C -2.706 -2.022 0.332 0.533
C -1.208 -2.228 0.349 -0.613
C -0.623 -2.089 1.743 -0.716
N -1.032 -0.769 2.318 -0.486
C -0.344 0.309 2.069 -0.320
N 0.837 0.416 1.336 -0.355
C 1.131 1.684 1.330 0.287
N 2.227 2.154 0.667 -0.171
C 3.001 1.235 -0.192 -0.722
C 2.298 1.156 -1.535 -0.446
C 3.039 0.212 -2.432 0.137
C 2.684 -1.133 -2.462 -0.364
C 3.215 -1.958 -3.417 -0.422
C 4.246 -1.466 -4.279 0.151
F 4.821 -2.238 -5.209 -0.300
C 4.627 -0.150 -4.184 -0.344
C 4.084 0.679 -3.225 -0.565
C 0.114 2.491 1.977 0.579
C 0.006 3.860 2.118 -0.496
N -1.041 4.397 2.761 -0.657
C -1.958 3.591 3.320 -0.326
C -1.871 2.196 3.203 -0.287
C -0.802 1.608 2.509 0.715
C -3.247 -0.737 0.143 -0.048
C -4.637 -0.540 0.253 -0.615
H -5.596 -3.742 0.823 0.369
H -3.195 -4.122 0.766 0.370
H -1.004 -3.209 -0.057 0.497
H -0.784 -1.439 -0.293 -0.045
H 0.464 -2.210 1.731 0.383
H -1.013 -2.844 2.399 0.531
H 2.333 3.145 0.533 0.257
H 3.103 0.203 0.251 0.245
H 4.011 1.554 -0.352 0.472
H 2.260 2.128 -2.031 0.344
H 1.230 0.838 -1.446 0.223
H 1.889 -1.535 -1.829 0.390
H 2.870 -2.997 -3.504 0.402
H 5.310 0.283 -4.884 0.420
H 4.374 1.733 -3.199 0.357
H 0.727 4.508 1.635 0.303
H -2.773 4.014 3.922 0.351
H -2.639 1.550 3.619 0.456
H -2.573 0.135 0.075 0.312
H -5.050 0.453 0.111 0.402
```

For the energy relative to the best compared isomer or geometry (same formula, charge and spin), the calculation gives 0.0 kcal per mole. For the HOMO energy, the calculation gives -8.8 eV. Its lowest unoccupied orbital energy is -0.4 eV.


No. 3
Formula: C23H20F8N2O2S
Source: the OMol25 dataset
Level of theory: the ωB97M-V functional and the def2-TZVPD basis

```
56
Properties=species:S:1:pos:R:3:mulliken_charge:R:1
C -3.806 0.100 0.725 -1.301
C -3.817 -1.389 0.892 1.032
C -4.933 -1.972 1.702 -1.263
N -2.991 -2.230 0.403 -0.847
N -1.956 -1.597 -0.408 0.491
C -0.661 -2.184 0.003 0.746
F -0.766 -3.525 0.155 -0.332
F 0.238 -1.973 -0.987 -0.312
C -0.236 -1.544 1.304 0.176
C -0.405 -0.179 1.492 -0.668
C -0.020 0.412 2.682 -0.992
C 0.524 -0.365 3.692 -0.853
C 0.694 -1.728 3.499 0.163
C 1.258 -2.575 4.607 0.936
F 2.215 -1.923 5.304 -0.264
F 0.292 -2.927 5.496 -0.252
F 1.803 -3.724 4.146 -0.269
C 0.324 -2.321 2.305 -0.551
S -2.272 -1.871 -2.043 1.202
O -1.589 -0.878 -2.789 -0.518
O -2.211 -3.235 -2.418 -0.615
F -3.778 -1.470 -2.001 -0.247
H -3.336 0.437 -0.192 0.314
H -3.332 0.553 1.599 0.288
H -4.839 0.453 0.726 0.431
H -4.684 -2.976 2.035 0.403
H -5.828 -2.016 1.078 0.280
H -5.145 -1.350 2.572 0.368
H -0.845 0.424 0.710 0.674
H -0.139 1.476 2.837 0.739
H 0.818 0.086 4.630 0.466
H 0.480 -3.383 2.179 0.588
F 0.668 3.260 3.583 -0.307
C 1.664 3.977 3.006 0.501
C 1.867 3.854 1.648 -0.291
C 2.888 4.591 1.064 -0.386
C 3.682 5.423 1.840 -0.568
C 3.455 5.524 3.206 -0.331
C 2.434 4.798 3.802 -0.545
H 1.241 3.193 1.063 0.420
H 3.062 4.512 0.000 0.361
H 4.478 5.993 1.380 0.371
H 4.075 6.170 3.813 0.357
H 2.235 4.863 4.863 0.416
F 2.509 -2.452 -8.178 -0.318
C 1.969 -1.672 -7.218 0.410
C 1.085 -2.234 -6.320 -0.600
C 0.535 -1.426 -5.334 -0.066
C 0.869 -0.081 -5.265 -0.620
C 1.758 0.460 -6.183 -0.258
C 2.320 -0.338 -7.170 -0.532
H 0.835 -3.284 -6.396 0.422
H -0.156 -1.846 -4.617 0.329
H 0.432 0.541 -4.495 0.449
H 2.018 1.509 -6.134 0.356
H 3.020 0.060 -7.892 0.414
```

For the HOMO energy, the calculation gives -9.0 eV. Its lowest unoccupied orbital energy is 0.3 eV.


No. 4
Formula: C23H20FGaNOS2
Source: the OMol25 dataset
Level of theory: the ωB97M-V functional and the def2-TZVPD basis

```
49
Properties=species:S:1:pos:R:3:mulliken_charge:R:1
Ga -1.429 1.509 1.880 0.173
S -2.966 -0.379 5.404 -0.201
C -2.171 1.003 6.004 -0.425
C -1.606 1.752 5.013 -0.415
C -1.824 1.194 3.726 -0.357
C -2.552 0.035 3.797 -0.078
C -2.924 -0.725 2.593 1.271
C -3.668 -1.893 2.568 -0.853
C -3.940 -2.486 1.349 -0.347
C -3.471 -1.912 0.173 -0.882
C -2.740 -0.749 0.261 0.334
N -2.474 -0.178 1.444 0.126
H -2.161 1.195 7.065 0.481
H -1.062 2.665 5.206 0.403
H -4.027 -2.325 3.492 0.382
H -4.522 -3.398 1.312 0.443
H -3.671 -2.354 -0.792 0.446
H -2.353 -0.249 -0.617 0.230
O 0.331 1.024 1.342 -0.132
S 1.061 0.290 0.212 0.557
C 1.142 1.489 -1.144 -0.895
C 0.088 1.180 -2.172 0.253
C -1.130 1.852 -2.143 -0.359
C -2.115 1.536 -3.074 -0.658
C -1.886 0.550 -4.024 -0.504
C -0.667 -0.118 -4.053 -0.627
C 0.319 0.197 -3.130 -0.328
C 2.771 0.275 0.754 -0.968
C 3.582 -0.413 -0.313 0.420
C 4.499 0.316 -1.063 -0.235
C 5.225 -0.303 -2.072 -0.671
C 5.030 -1.651 -2.340 -0.440
C 4.114 -2.382 -1.594 -0.694
C 3.393 -1.766 -0.582 -0.242
H 2.150 1.435 -1.553 0.541
H 0.985 2.451 -0.652 0.570
H -1.304 2.627 -1.406 0.436
H -3.056 2.072 -3.062 0.439
H -2.650 0.312 -4.753 0.425
H -0.482 -0.878 -4.801 0.417
H 1.272 -0.321 -3.155 0.454
H 2.760 -0.256 1.705 0.490
H 3.074 1.310 0.917 0.386
H 4.660 1.367 -0.850 0.406
H 5.945 0.268 -2.644 0.404
H 5.597 -2.133 -3.125 0.419
H 3.968 -3.435 -1.795 0.405
H 2.687 -2.343 0.005 0.407
F -1.802 2.749 0.686 -0.405
```

For the HOMO energy, the calculation gives -11.6 eV. As for the total charge: +1. Its lowest unoccupied orbital energy is -3.2 eV.


| no. | total energy (eV) |
| --- | --- |
| 1 | -71105.1484 |
| 2 | -35570.5189 |
| 3 | -63825.2221 |
| 4 | -104473.9187 |